Density functional theory data (wB97M-V/def2-TZVPD) for a molecular structure, C46H58BaN4O4P2S5Si in a non-equilibrium geometry.

For the HOMO energy, the calculation gives -1.8 eV. The spin multiplicity is 1. The net charge is -2. Its calculated total energy is -144130.8065 eV. The calculation puts the orbital gap at 5.43 eV.

CARTESIAN COORDINATES (ANGSTROEM)
Ba1 -2.843 1.666 2.084
S1 -3.457 4.656 2.135
S2 -5.493 4.569 2.323
S3 -6.217 3.140 1.012
S4 -5.883 1.292 1.829
C1 -2.941 -0.729 -3.270
N1 -1.642 -0.741 -3.946
C2 -0.492 -0.150 -3.291
P1 0.260 -1.320 -1.995
C3 0.602 -2.734 -3.155
C4 1.717 -2.846 -3.986
C5 1.828 -3.895 -4.887
C6 0.822 -4.845 -4.987
C7 -0.289 -4.751 -4.162
C8 -0.387 -3.713 -3.247
C9 1.941 -0.605 -1.851
C10 2.995 -1.418 -1.426
C11 4.270 -0.899 -1.279
C12 4.506 0.447 -1.526
C13 3.458 1.275 -1.888
C14 2.182 0.751 -2.050
C15 -1.633 -1.084 -5.284
C16 -0.441 -1.221 -6.019
C17 -0.451 -1.601 -7.347
C18 -1.641 -1.851 -8.018
C19 -2.828 -1.695 -7.320
C20 -2.833 -1.316 -5.987
P2 -3.034 -0.456 -1.405
C21 -3.053 -2.174 -0.751
C22 -2.373 -2.368 0.451
C23 -2.347 -3.611 1.067
C24 -2.997 -4.683 0.474
C25 -3.673 -4.505 -0.727
C26 -3.706 -3.259 -1.334
C27 -4.848 -0.108 -1.513
C28 -5.862 -0.947 -1.063
C29 -7.193 -0.592 -1.231
C30 -7.528 0.610 -1.828
C31 -6.526 1.478 -2.236
C32 -5.199 1.122 -2.074
H1 -3.433 -1.676 -3.489
H2 -3.566 0.075 -3.670
H3 -0.809 0.766 -2.780
H4 0.275 0.111 -4.014
H5 2.504 -2.104 -3.937
H6 2.700 -3.960 -5.528
H7 0.903 -5.653 -5.704
H8 -1.080 -5.488 -4.227
H9 -1.248 -3.655 -2.591
H10 2.810 -2.467 -1.222
H11 5.082 -1.544 -0.965
H12 5.503 0.855 -1.418
H13 3.616 2.337 -2.014
H14 1.367 1.419 -2.301
H15 0.512 -1.057 -5.543
H16 0.495 -1.712 -7.864
H17 -1.642 -2.151 -9.058
H18 -3.775 -1.862 -7.818
H19 -3.787 -1.183 -5.499
H20 -1.855 -1.529 0.900
H21 -1.822 -3.742 2.006
H22 -2.982 -5.657 0.948
H23 -4.189 -5.339 -1.188
H24 -4.258 -3.137 -2.258
H25 -5.622 -1.869 -0.554
H26 -7.970 -1.250 -0.862
H27 -8.568 0.892 -1.938
H28 -6.780 2.445 -2.651
H29 -4.419 1.821 -2.361
C33 3.409 -0.843 3.023
C34 1.921 -0.490 3.100
C35 1.112 -1.581 2.403
C36 1.485 -0.371 4.560
O1 1.628 0.726 2.393
Si1 2.293 2.257 2.471
S5 1.341 3.430 1.095
O2 3.909 1.963 2.202
C37 5.060 2.772 2.362
C38 6.170 2.075 1.575
C39 4.837 4.180 1.810
C40 5.472 2.848 3.838
O3 2.291 2.802 4.044
C41 1.497 3.780 4.716
C42 1.759 3.590 6.210
C43 0.010 3.607 4.420
C44 1.938 5.182 4.292
H30 3.567 -1.856 3.399
H31 3.997 -0.143 3.614
H32 3.745 -0.778 1.987
H33 1.318 -2.555 2.852
H34 1.360 -1.613 1.338
H35 0.047 -1.372 2.509
H36 1.671 -1.310 5.085
H37 0.417 -0.149 4.610
H38 2.036 0.434 5.047
H39 5.901 2.026 0.518
H40 6.293 1.056 1.945
H41 7.115 2.614 1.677
H42 4.430 4.121 0.800
H43 5.775 4.742 1.799
H44 4.107 4.712 2.423
H45 5.735 1.853 4.206
H46 4.637 3.221 4.428
H47 6.331 3.512 3.958
H48 1.447 2.590 6.519
H49 1.207 4.330 6.792
H50 2.826 3.697 6.419
H51 -0.306 2.589 4.670
H52 -0.161 3.780 3.358
H53 -0.587 4.318 4.992
H54 2.998 5.328 4.521
H55 1.354 5.938 4.823
H56 1.788 5.302 3.219
O4 -0.522 1.305 0.587
H57 0.124 0.870 1.178
H58 -0.065 2.169 0.478
N2 -0.800 -4.138 5.360
C45 -1.509 -3.255 5.097
N3 -2.379 -2.317 4.864
C46 -2.353 -1.255 4.177
N4 -2.417 -0.264 3.549